A structure of composition C14H8F12I2NOTcTe in a non-equilibrium geometry, computed with the ωB97M-V functional and the def2-TZVPD basis.

Each line ends with the Mulliken spin population.
CARTESIAN COORDINATES (ANGSTROEM)
Tc  -0.378  -0.640  -0.374  3.17
F  4.285  -2.080  1.865  0.00
C  3.311  -1.182  1.776  -0.03
C  2.317  -1.364  0.828  -0.04
C  1.310  -0.419  0.760  -0.07
C  1.286  0.706  1.603  -0.08
C  2.313  0.832  2.528  0.01
F  2.344  1.883  3.353  0.00
C  3.330  -0.096  2.629  0.07
C  0.168  1.627  1.402  0.02
C  -0.124  2.764  2.138  0.01
C  -1.232  3.526  1.809  0.02
C  -2.030  3.156  0.733  -0.01
C  -1.707  2.014  0.045  0.03
N  -0.641  1.262  0.373  -0.07
H  2.354  -2.228  0.179  0.00
H  4.120  0.027  3.357  0.00
H  0.509  3.041  2.965  0.00
H  -1.473  4.405  2.391  0.00
H  -2.890  3.737  0.434  0.00
H  -2.298  1.685  -0.799  -0.01
I  -3.450  2.007  -3.575  0.00
C  -2.678  0.073  -3.950  0.00
I  -2.605  -1.211  -2.235  0.02
H  -1.671  0.152  -4.336  0.00
H  -3.344  -0.431  -4.638  0.00
F  -0.979  -5.027  0.752  0.00
Te  -1.277  -3.243  0.985  0.01
F  -2.315  -3.585  2.460  0.00
F  0.088  -3.014  2.201  0.00
F  -2.892  -3.250  0.080  0.00
F  -1.679  -1.351  1.361  0.01
O  -0.313  -2.692  -0.453  0.09
F  1.643  1.180  -1.501  0.00
C  0.708  0.319  -1.940  -0.13
F  -0.195  1.066  -2.643  0.01
C  1.381  -0.675  -2.929  -0.04
F  1.793  -1.757  -2.252  0.00
F  0.494  -1.079  -3.841  0.00
F  2.417  -0.137  -3.542  0.00

LUMO (alpha / beta): -4.3 / -5.9 eV
Frontier orbital gap (alpha / beta): 0.30034 / 0.24155 hartree
Largest force on an atom: 2.2 eV Å⁻¹
Relative energy (zero: lowest compared OMol25 entry of this formula, charge and spin): 0.00 kcal per mole
<S²>: 3.7925
Charge: +1
Total energy: -76481.6104 eV
2S+1: 4